# 1
Below is C42H43Cr2N8O4 as an isolated structure, with properties calculated with wB97M-V/def2-TZVPD.

Summary:
- spin multiplicity = 9
- ΔE to the lowest compared entry with this formula, charge and spin (kJ/mol) = 348.2
- strongest force on any atom (eV/A) = 10.46
- charge = +1

Positions of all 99 atoms, in Å:
Cr (0.034, 2.064, -2.236)
Cr (2.946, 0.391, -1.053)
O (2.402, 0.968, -4.614)
O (0.679, 0.817, -0.524)
O (1.110, 2.615, -4.133)
O (2.219, 1.789, -2.586)
N (0.010, 3.222, 3.678)
N (-6.029, 0.588, 1.937)
N (-2.592, -3.113, -3.748)
N (2.527, -1.313, -2.453)
N (3.215, 2.174, 0.249)
N (3.109, -1.124, 0.669)
N (-0.074, 3.879, -1.263)
N (-0.457, -6.112, -0.617)
C (2.700, 3.956, 1.816)
C (4.354, -2.978, 1.592)
C (2.423, 2.745, 1.185)
C (0.696, -6.220, 0.030)
C (-4.698, 0.447, -0.022)
C (1.290, -3.269, -3.078)
C (-1.161, -4.980, -0.478)
C (1.168, 5.947, -1.026)
C (0.384, -4.049, 1.092)
C (3.280, -2.760, -4.274)
C (2.216, -3.607, -4.056)
C (3.814, -2.760, 2.840)
C (-4.614, -4.444, -3.848)
C (1.057, 4.621, -1.438)
C (-4.417, -2.709, -2.241)
C (-3.959, -0.563, 0.551)
C (-5.204, -0.274, 2.546)
C (-0.822, -3.918, 0.360)
C (-3.335, -4.134, -4.262)
C (0.230, 6.457, -0.150)
C (2.269, 2.005, -3.901)
C (-5.774, 0.945, 0.666)
C (4.277, 2.905, -0.131)
C (2.652, -0.921, 1.936)
C (-2.451, 3.186, 4.992)
C (1.480, -2.178, -2.257)
C (3.333, -1.596, -3.504)
C (-0.855, 5.645, 0.184)
C (-1.124, 2.825, 3.050)
C (-3.114, -2.454, -2.740)
C (3.983, -2.144, 0.563)
C (-1.318, 3.688, 5.656)
C (-2.359, 2.761, 3.694)
C (4.666, 4.079, 0.504)
C (-4.155, -0.908, 1.884)
C (-1.026, 4.434, -0.471)
C (-0.130, 3.631, 4.947)
C (2.878, -1.750, 3.038)
C (-5.164, -3.730, -2.777)
C (1.094, -5.229, 0.945)
C (-0.499, 0.389, 0.106)
C (3.901, 4.599, 1.495)
H (1.974, -5.327, 1.567)
H (4.866, 2.633, -0.998)
H (4.134, -3.029, -4.878)
H (-4.797, -2.132, -1.409)
H (-5.528, -0.615, 3.521)
H (-0.411, 0.414, 1.201)
H (-3.221, -1.190, 0.069)
H (-2.913, -4.685, -5.092)
H (4.157, -0.941, -3.749)
H (2.039, 6.550, -1.236)
H (4.376, -2.206, -0.445)
H (-1.314, 1.076, -0.161)
H (-0.938, 2.409, 2.068)
H (0.592, -4.031, -2.757)
H (-3.143, 2.273, 3.129)
H (4.199, 5.496, 2.021)
H (0.649, -3.398, 1.914)
H (0.813, 3.897, 5.411)
H (-3.375, 3.068, 5.542)
H (2.462, -1.551, 4.014)
H (-1.891, 3.827, -0.241)
H (-0.725, -0.638, -0.205)
H (5.569, 4.582, 0.183)
H (-2.103, -4.895, -1.006)
H (-4.573, 0.741, -1.057)
H (5.037, -3.810, 1.499)
H (-1.523, -3.112, 0.522)
H (-1.735, 5.944, 0.736)
H (0.256, 7.433, 0.314)
H (1.832, -0.212, 1.962)
H (-6.432, 1.671, 0.208)
H (0.811, -1.915, -1.450)
H (-1.307, 4.145, 6.635)
H (-6.137, -4.111, -2.499)
H (2.110, 4.355, 2.627)
H (-2.547, -1.709, -2.191)
H (-5.186, -5.171, -4.406)
H (2.120, -4.497, -4.662)
H (1.786, 4.321, -2.179)
H (3.866, -3.554, 3.575)
H (1.477, 2.272, 1.411)
H (1.299, -7.108, -0.099)
H (-3.690, -1.805, 2.268)

Charges per atom according to Löwdin partitioning, unit e: 0.974 0.846 -0.011 -0.460 -0.186 -0.302 0.053 0.063 0.061 -0.008 -0.001 0.005 -0.033 0.065 -0.032 -0.047 -0.106 -0.134 -0.090 -0.042 -0.155 -0.033 -0.076 -0.031 -0.040 -0.059 -0.070 -0.091 -0.068 -0.118 -0.148 -0.065 -0.132 -0.036 -0.701 -0.141 -0.116 -0.103 -0.065 -0.090 -0.117 -0.041 -0.136 -0.176 -0.118 -0.046 -0.068 -0.058 -0.062 -0.106 -0.158 -0.034 -0.068 -0.076 -0.262 -0.056 0.092 0.117 0.116 0.075 0.105 0.062 0.072 0.103 0.114 0.118 0.109 0.053 0.071 0.099 0.098 0.118 0.091 0.103 0.111 0.116 0.112 0.053 0.116 0.097 0.107 0.119 0.081 0.114 0.117 0.100 0.108 0.093 0.106 0.110 0.090 0.084 0.106 0.118 0.112 0.120 0.089 0.106 0.102

---

# 2
Below is an isolated molecule of C17H26N2S, with properties calculated with wB97M-V/def2-TZVPD.

Summary:
- spin multiplicity = 1
- ΔE to the lowest compared entry with this formula, charge and spin (kJ/mol) = 1698.7
- strongest force on any atom (eV/A) = 18.84
- structure (SMILES) = CC(C)CNC(=S)N1CCC(Cc2ccccc2)CC1

Positions of all 46 atoms, in Å:
S (-1.714, -1.403, 2.755)
N (-2.383, 0.839, 2.128)
N (-0.345, 0.392, 1.917)
C (1.081, -0.968, 0.446)
C (1.756, -0.075, -1.631)
C (-4.419, 2.101, -0.142)
C (0.817, -0.633, 2.083)
C (3.825, -3.005, -2.284)
C (-1.461, -0.148, 2.192)
C (2.891, -0.716, -1.863)
C (2.700, -1.955, -2.381)
C (0.129, 1.563, 1.660)
C (0.544, 1.593, 0.027)
C (1.506, 0.564, -0.271)
C (-3.958, 0.695, 1.976)
C (-3.876, -0.324, -0.223)
C (5.229, -2.340, -2.304)
C (-4.661, 0.621, 0.401)
C (4.265, -0.348, -1.705)
C (5.328, -1.017, -1.956)
H (5.940, -3.058, -2.553)
H (6.339, -0.726, -1.810)
H (-0.403, 2.521, 1.831)
H (-5.037, 1.899, -1.047)
H (2.632, 0.873, 0.369)
H (-0.373, 1.206, -0.345)
H (-5.746, 0.441, 0.734)
H (-4.028, -1.339, 0.267)
H (1.924, 1.041, -2.189)
H (0.613, -1.552, 2.552)
H (0.268, -1.278, 0.058)
H (-4.889, 2.684, 0.535)
H (-2.148, 1.864, 1.550)
H (1.778, -2.487, -2.142)
H (-4.027, -0.220, 2.352)
H (1.012, 0.017, -2.010)
H (3.667, -3.911, -2.736)
H (2.021, -1.509, 0.429)
H (1.016, 2.517, -0.263)
H (1.658, -0.081, 2.557)
H (-2.892, -0.140, -0.477)
H (-3.325, 2.489, -0.363)
H (-4.321, 1.321, 2.592)
H (1.157, 1.821, 2.009)
H (-4.500, -0.519, -1.107)
H (4.412, 0.687, -1.620)

Charges per atom according to Löwdin partitioning, unit e: 0.972 0.008 -0.163 0.000 -0.200 -0.065 -0.070 0.052 -1.193 -0.310 -0.006 -0.207 -0.135 -0.264 -0.081 -0.156 -0.035 -0.378 -0.056 -0.147 0.062 0.110 0.125 0.081 0.213 0.103 0.168 0.120 0.205 0.020 0.026 0.015 0.190 0.108 0.009 -0.021 0.037 0.103 0.114 0.117 0.062 0.115 0.028 0.123 0.094 0.108

---

Which value of ΔE to the lowest compared entry with this formula, charge and spin does entry 2 give?
1698.7 kJ/mol

---

Which of these has the lowest spin multiplicity?
C17H26N2S

---

Among the records above, which one has the lowest strongest force on any atom?
C42H43Cr2N8O4